The following is a quantum chemistry calculation of C38H40N4O2PRbSSi as an isolated structure, from OMol25.

Output
LUMO: 0.210 eV
E: -78768.3207 eV
ΔE to the lowest compared entry with this formula, charge and spin: 87.2 kJ/mol
orbital gap: 6.2 eV
charge: 0

Element x y z (Å)
Rb 0.19999 1.17868 -0.86797
O 3.01261 1.35006 -1.13961
N 2.96704 0.02021 -0.71204
C 3.54877 -0.71826 -1.56300
C 3.81742 -2.16128 -1.36400
C 5.14272 -2.53130 -1.62238
C 5.58668 -3.81668 -1.39170
C 4.70042 -4.76878 -0.90279
C 3.38153 -4.42268 -0.68333
C 2.90705 -3.12963 -0.92505
P 1.10806 -2.77146 -0.70514
C 0.93369 -3.42518 0.99880
C 1.34372 -2.55897 2.01512
C 1.31864 -2.96190 3.34036
C 0.86446 -4.23302 3.67078
C 0.43656 -5.09159 2.66966
C 0.47336 -4.69180 1.33838
C 0.33382 -4.07024 -1.73774
C 0.96290 -4.70881 -2.80382
C 0.25494 -5.58882 -3.61351
C -1.08467 -5.84252 -3.36828
C -1.72458 -5.20018 -2.31642
C -1.02649 -4.31130 -1.51603
H 2.66941 1.86069 -0.38680
H 4.01254 -0.25151 -2.43376
H 5.83285 -1.77997 -1.98699
H 6.62040 -4.07277 -1.58227
H 5.03464 -5.77879 -0.70509
H 2.68991 -5.17561 -0.32600
H 1.69367 -1.56499 1.75582
H 1.64948 -2.28267 4.11569
H 0.84568 -4.55222 4.70476
H 0.07885 -6.08231 2.91964
H 0.14018 -5.37442 0.56571
H 2.00747 -4.52037 -3.01074
H 0.75711 -6.07613 -4.43926
H -1.63240 -6.53151 -3.99768
H -2.77411 -5.38340 -2.12583
H -1.53477 -3.79100 -0.71046
C 3.24824 4.44093 -1.28459
Si 2.07693 4.43319 0.20600
C 2.57025 5.98933 1.16441
C 2.58951 3.04123 1.42571
N 0.48359 4.07127 -0.23236
C -0.47043 4.94117 -0.64742
C -0.42254 6.35188 -0.47413
C -1.38755 7.21365 -0.95785
C -2.49052 6.73683 -1.65952
C -2.59715 5.36658 -1.82997
C -1.64578 4.50810 -1.31301
O -1.82515 3.12128 -1.52152
C -3.03179 2.59151 -1.16451
C -3.80703 3.09464 -0.11740
C -5.01925 2.49531 0.19075
C -5.45979 1.37683 -0.50960
C -4.67516 0.87111 -1.53470
C -3.47602 1.47994 -1.86927
H 4.26661 4.16473 -0.99949
H 3.28773 5.44323 -1.71685
H 2.91975 3.76006 -2.07117
H 3.61604 5.87869 1.46723
H 1.97415 6.11515 2.07143
H 2.50238 6.90591 0.57794
H 3.62619 2.70652 1.33094
H 1.93747 2.15823 1.42667
H 2.48470 3.45833 2.43005
H 0.41580 6.76544 0.06701
H -1.27180 8.27725 -0.78567
H -3.23933 7.40525 -2.06067
H -3.43729 4.93640 -2.36429
H -3.46856 3.97429 0.41449
H -5.62793 2.90731 0.98673
H -6.40519 0.91406 -0.26181
H -5.00057 -0.00169 -2.08481
H -2.87200 1.10600 -2.68736
C -2.30613 -2.75492 3.08854
N -2.77539 -1.38951 2.96053
C -3.43331 -0.65777 3.93841
C -3.73651 0.54056 3.40798
N -3.24952 0.53563 2.11680
C -2.66992 -0.65321 1.82531
S -1.98535 -1.10609 0.36449
H -2.01600 -2.94256 4.11984
H -1.44408 -2.89268 2.43810
H -3.08345 -3.46159 2.79488
H -3.61479 -1.05648 4.91898
H -4.23109 1.39144 3.83684
H -3.37253 1.25972 1.42091

Atomic partial charges in e from the Löwdin method, atoms 1 to 8: 0.7764, -0.1798, -0.0183, -0.1158, -0.2007, -0.0398, -0.0699, -0.0671

***

The following is a quantum chemistry calculation of C38H41InN3O3P2S2Se as an isolated structure, from OMol25.

Output
LUMO: -2.326 eV
E: -161447.7550 eV
ΔE to the lowest compared entry with this formula, charge and spin: 0.0 kJ/mol
orbital gap: 8.2 eV
charge: +1

Element x y z (Å)
In -0.67671 -0.41424 -0.61201
C -2.06604 -2.28908 1.50897
C -0.55669 -2.33719 1.68167
N 0.05146 -1.03993 1.37235
C 0.16335 -0.09829 2.53339
C -1.14014 0.55438 2.97288
S -2.09384 1.30130 1.63317
C -3.60483 0.30435 1.63843
C -3.67262 -0.69681 0.49929
N -2.49411 -1.55479 0.27696
H -2.49111 -1.77990 2.34788
H -2.45954 -3.31161 1.46900
H -0.06473 -3.08167 1.04191
H -0.36629 -2.59778 2.71142
H 1.03860 -1.14603 1.08938
H 0.84551 0.65379 2.19608
H 0.65373 -0.60548 3.37272
H -0.86988 1.37051 3.66164
H -1.80925 -0.16342 3.48764
H -4.46947 0.95611 1.61023
H -3.57250 -0.20038 2.61141
H -3.92606 -0.21470 -0.46040
H -4.46938 -1.38321 0.67352
H -2.67853 -2.22305 -0.47620
O 0.60444 1.33953 -0.48752
S 1.64298 1.26961 -1.60204
O 2.81584 2.06994 -1.33383
O 1.82169 -0.19589 -1.85672
C 1.02743 1.90201 -3.16465
C 1.93406 2.62155 -3.98363
C 1.50598 3.06397 -5.23108
C 0.13422 2.88655 -5.57866
C -0.71988 2.18775 -4.76876
C -0.32260 1.66990 -3.54223
P -1.69625 0.92633 -2.52548
C -2.59670 -0.23651 -3.54322
C -3.96537 -0.47113 -3.33956
C -4.68446 -1.38814 -4.11687
C -4.01435 -2.17173 -5.02792
C -2.66927 -1.96255 -5.24939
C -1.94377 -1.00787 -4.53702
C -2.75674 2.42767 -2.06881
C -3.86953 2.78306 -2.86285
C -4.72579 3.83191 -2.46068
C -4.34675 4.62586 -1.40643
C -3.14668 4.38457 -0.73625
C -2.40037 3.26338 -1.03444
H 2.93759 2.75298 -3.58979
H 2.14330 3.55841 -5.92490
H -0.22127 3.27503 -6.54707
H -1.69296 1.93909 -5.18139
H -4.55290 0.09206 -2.64265
H -5.76331 -1.49283 -3.90996
H -4.54601 -2.92773 -5.60234
H -2.24598 -2.59255 -6.06952
H -0.87668 -0.91111 -4.72375
H -4.08599 2.16112 -3.76887
H -5.66763 4.05124 -3.00244
H -4.88256 5.54913 -1.20637
H -2.82484 5.09122 0.06771
H -1.52743 3.06902 -0.40301
Se 0.35734 -2.50051 -1.88558
C -1.14359 -3.58323 -1.81114
N -2.15040 -4.11252 -1.58550
C 4.87517 -1.57546 0.77093
P 3.48488 -0.85327 1.79492
C 3.13106 -2.08126 3.00863
C 2.82960 -3.36577 2.61266
C 2.24583 -4.29206 3.45488
C 1.92897 -3.92570 4.74889
C 2.20652 -2.67545 5.14081
C 2.76222 -1.71882 4.32457
C 4.47172 0.35629 2.81368
C 4.17999 1.65116 2.93555
C 4.96115 2.55315 3.70662
C 6.03743 2.05902 4.40998
C 6.33036 0.66356 4.31690
C 5.60524 -0.15079 3.48743
H 5.69926 -2.00172 1.25328
H 5.29909 -0.65908 0.22094
H 4.41851 -2.12497 -0.04312
H 3.04754 -3.59171 1.57822
H 2.11340 -5.30110 3.06323
H 1.47725 -4.61287 5.51065
H 2.11092 -2.40208 6.18647
H 2.98204 -0.67923 4.66288
H 3.38844 2.05556 2.34237
H 4.59712 3.57613 3.80841
H 6.61389 2.70447 5.03663
H 7.18014 0.32817 4.87617
H 5.86651 -1.17763 3.38073

Atomic partial charges in e from the Löwdin method, atoms 1 to 8: 0.4562, -0.1350, -0.1792, -0.1351, -0.2323, -0.4074, 0.9488, -0.4064

***

Number 1: E_HOMO -6.02 eV. Number 2: E_HOMO -10.54 eV.